Formula: C10H7NO3S
Source: OMol25
Level of theory: wB97M-V/def2-TZVPD

Geometry (Å):
C  -0.52290  -1.31657  -2.72789
C  -0.19315  -2.64325  -2.31896
C  -0.22248  -0.27605  -1.76609
C  0.36906  -2.97946  -1.12164
C  0.27715  -0.57159  -0.50724
C  0.49334  -1.97484  -0.08654
C  1.24472  0.25237  1.81328
C  -1.19602  2.71169  1.67921
C  0.25968  2.21812  1.77057
C  0.20042  1.60252  0.43182
N  0.54148  0.32829  0.48594
O  2.23177  -0.31829  2.03910
O  0.82414  -2.19512  1.09519
O  0.74769  1.21703  2.65454
S  -1.21328  2.48107  -0.08268
H  -1.09521  -1.01656  -3.51992
H  -0.36869  -3.37502  -3.11791
H  -0.66107  0.77016  -1.91570
H  0.60395  -3.98457  -0.99023
H  -2.05163  2.15411  2.17620
H  -1.25997  3.78980  2.17143
H  0.99099  3.12615  1.83752

Atomic forces in eV per Å
C 1.950 1.656 5.385
C -0.090 0.288 -1.592
C -2.093 0.455 -1.812
C -1.027 1.749 -0.940
C 0.728 -2.405 0.766
C 1.002 0.094 0.698
C 0.791 -0.089 -0.004
C -1.334 2.386 3.567
C 1.398 1.522 0.262
C -0.121 0.459 0.135
N -0.613 1.424 -0.082
O 0.828 -0.680 0.207
O -0.840 -0.490 -0.953
O -0.956 -0.202 -1.116
S -0.341 0.079 -1.319
H -1.052 0.176 -2.238
H 0.166 -0.183 0.652
H 1.040 -1.539 -0.277
H 0.480 -1.430 0.793
H 1.497 0.101 -0.519
H -0.103 -1.910 -1.573
H -1.309 -1.459 -0.040

Summary:
**Charge**: 0
**E**: -1063.77800 hartree
**LUMO energy (spin up / spin down)**: -0.7 / -1.7 eV
**Highest occupied orbital energy (spin up / spin down)**: -0.2856 / -0.2630 Ha

Mulliken atomic charge list, values in e, 2 entries: atom 1 (C): -0.837, atom 2 (C): -0.256